DFT (the ωB97M-V functional and the def2-TZVPD basis) results for 9 unconnected molecules or ions with the total composition C54H111N6O12.

```
183
Properties=species:S:1:pos:R:3
C 5.0206 2.6830 4.5966
C 3.5576 2.6590 5.1457
C 2.5620 1.7891 4.2921
C 2.8035 0.2549 4.3727
C 2.5310 -0.2873 5.7419
C 3.4116 0.4899 6.7774
N 3.4310 2.0544 6.5185
O 3.5303 2.8885 7.4874
C 4.9130 -0.0280 6.8723
C 2.6380 0.2981 8.0546
C 2.8728 4.0737 5.1457
H 5.6672 3.2404 5.2773
H 5.1109 3.4756 3.8505
H 5.3806 1.7454 4.1807
H 2.5459 2.1939 3.2799
H 1.5370 1.9431 4.6360
H 3.8139 0.1289 3.9768
H 2.2259 -0.3379 3.6645
H 2.7866 -1.3436 5.8169
H 1.4674 -0.1358 5.9248
H 5.4664 0.1261 5.9472
H 4.9487 -1.0899 7.1136
H 5.3967 0.4780 7.7078
H 1.7562 0.9177 8.2156
H 3.2526 0.4970 8.9350
H 2.3440 -0.7428 8.1874
H 1.7881 4.1649 5.2338
H 2.8105 4.4914 4.1374
H 3.3296 4.8398 5.7700
C -2.8294 -2.4993 1.0733
C -2.8721 -4.0283 1.0853
C -4.0123 -4.6305 0.2732
C -3.6492 -4.7562 -1.2301
C -2.4362 -5.6283 -1.4325
C -1.1649 -5.0326 -0.7697
N -1.5335 -4.7073 0.7165
O -0.6363 -4.4390 1.5687
C -0.6810 -3.7468 -1.4712
C -0.1105 -6.1012 -0.6088
C -3.1626 -4.3625 2.5849
H -2.5810 -2.1192 0.0829
H -2.0973 -2.0467 1.7417
H -3.7692 -2.0666 1.4165
H -4.8388 -3.9283 0.4049
H -4.5492 -5.5255 0.5897
H -3.5174 -3.7654 -1.6692
H -4.4348 -5.1974 -1.8448
H -2.2665 -5.6343 -2.5094
H -2.5919 -6.6369 -1.0494
H 0.0734 -3.4566 -0.7354
H -1.3820 -2.9155 -1.4651
H -0.1300 -3.9430 -2.3892
H -0.4743 -7.0528 -0.2259
H 0.7140 -5.6891 -0.0253
H 0.4034 -6.2674 -1.5572
H -2.7019 -3.6128 3.2274
H -2.6709 -5.2979 2.8550
H -4.1967 -4.4684 2.9103
C -1.4823 4.6604 0.3857
C -1.7778 4.7420 1.8719
C -1.5280 6.0877 2.5118
C -2.2445 6.4038 3.7838
C -3.7313 6.6232 3.4792
C -4.3831 5.5059 2.5948
N -3.3274 4.5369 1.9753
O -3.6899 3.2621 1.7974
C -4.9887 6.2092 1.3452
C -5.3211 4.7645 3.5017
C -1.0055 3.6484 2.6582
H -0.4298 4.8943 0.2217
H -2.0521 5.3682 -0.2190
H -1.6013 3.7087 -0.1333
H -1.8308 6.8896 1.8340
H -0.4535 6.2087 2.6540
H -1.7034 7.2216 4.2601
H -2.1029 5.6363 4.5482
H -3.9325 7.6293 3.1125
H -4.1724 6.6128 4.4759
H -4.1743 6.7020 0.8096
H -5.7170 6.9443 1.6856
H -5.4194 5.6987 0.4824
H -6.0009 5.4188 4.0462
H -4.7599 4.1765 4.2284
H -6.0067 4.0798 3.0011
H -1.3433 3.6806 3.6951
H 0.0689 3.8188 2.6286
H -1.3192 2.6797 2.2707
C 3.8717 0.3261 -0.2429
C 3.4948 1.6795 -0.8191
C 2.3452 1.5151 -1.7567
N 2.0572 2.7616 -2.6306
C 1.6410 4.0364 -1.7322
C 3.2386 3.0368 -3.5803
C 3.0336 2.0762 -4.8601
C 1.5445 1.7146 -4.8631
C 0.9292 2.4487 -3.6215
H 4.9585 0.2362 -0.2036
H 3.7682 -0.4799 -0.9744
H 3.3186 0.0188 0.6413
H 4.3873 2.2165 -1.1376
H 3.1582 2.1981 0.0815
H 1.3769 1.3917 -1.2708
H 2.4783 0.7655 -2.5368
H 0.8184 3.6796 -1.1120
H 1.1642 4.7709 -2.3789
H 2.4734 4.3515 -1.1078
H 3.0423 4.0058 -4.0365
H 4.1717 2.8082 -3.0735
H 3.1854 2.5942 -5.8039
H 3.6428 1.1848 -4.7163
H 1.2801 2.2664 -5.7644
H 1.2942 0.6575 -4.9116
H 0.3585 3.3550 -3.8217
H 0.2124 1.7956 -3.1215
C 3.1630 -3.3218 -0.8408
C 3.8006 -3.4445 -2.2029
C 2.7818 -3.8082 -3.3331
N 3.5417 -3.9294 -4.6495
C 4.4094 -2.7387 -5.0216
C 2.5805 -4.2464 -5.7918
C 3.4430 -5.0062 -6.8246
C 4.5023 -5.7583 -5.9746
C 4.3203 -5.1996 -4.5537
H 2.4852 -2.4672 -0.8947
H 3.8457 -3.2526 0.0046
H 2.4726 -4.1304 -0.5897
H 4.6096 -4.1679 -2.1005
H 4.1847 -2.4288 -2.3045
H 2.1123 -2.9537 -3.4338
H 2.3068 -4.7371 -3.0234
H 3.8704 -1.8002 -5.1341
H 5.0486 -2.9588 -5.8757
H 5.1536 -2.6116 -4.2358
H 2.2317 -3.3121 -6.2309
H 1.6779 -4.6977 -5.3822
H 3.8285 -4.2433 -7.4997
H 2.8010 -5.6745 -7.3964
H 5.5009 -5.8192 -6.4041
H 4.1847 -6.8004 -5.9258
H 5.2787 -5.0774 -4.0484
H 3.8320 -5.9204 -3.8993
C -6.7074 -2.3098 -2.4820
C -5.7369 -1.3843 -1.8396
C -5.1741 -0.3589 -2.8601
N -4.1443 0.6570 -2.2477
C -3.1830 0.0176 -1.1891
C -4.8201 1.7994 -1.4100
C -4.2749 3.0896 -2.0060
C -3.0315 2.6947 -2.8066
C -3.3210 1.3442 -3.3258
H -6.3375 -3.0266 -3.2172
H -7.5622 -1.8722 -2.9968
H -7.0284 -2.9113 -1.6300
H -4.9210 -1.8397 -1.2810
H -6.4071 -0.8282 -1.1803
H -5.8980 0.3418 -3.2744
H -4.5991 -0.8372 -3.6533
H -2.3427 0.6785 -0.9838
H -2.9037 -0.8546 -1.7807
H -3.8186 -0.2394 -0.3461
H -4.6644 1.6196 -0.3481
H -5.9049 1.7799 -1.5186
H -3.9935 3.6691 -1.1273
H -5.0611 3.4860 -2.6468
H -2.1935 2.7978 -2.1150
H -2.7550 3.2734 -3.6887
H -2.4655 0.7356 -3.6214
H -3.9599 1.4783 -4.1998
O 0.6877 -0.9174 -3.1630
C -0.0887 -1.4521 -4.1349
O 0.3369 -2.0427 -5.1300
O -1.2854 -1.3744 -3.8075
H -0.1730 -0.9071 -2.6974
O 1.1569 -0.3455 1.6165
C 0.1435 -0.0629 0.7447
O -0.2785 1.1377 0.8262
O -0.3522 -0.9396 0.0207
H 1.3485 -1.1402 1.0932
O 2.3501 -2.8952 3.2905
C 1.6480 -3.8293 3.9964
O 2.0497 -4.9955 4.1724
O 0.6316 -3.3488 4.5435
H 1.4513 -2.5169 3.4131
```

Properties
- frontier orbital gap (eV) = 1.5
- 2S+1 = 1
- E_tot (hartree) = -3354.17355
- HOMO (eV) = -11.452
- charge = +3